(1)
The following is a quantum chemistry calculation of a molecular structure, C25H37GeN2O3PtS at a distorted geometry, from the Open Molecules 2025 dataset.

Properties
LUMO (spin up / spin down) in eV: -9.277 / -9.601
Charge: +2
Max |F| in eV/Å: 2.6
M in Da: 713.3
HOMO level (spin up / spin down) in hartree: -0.539 / -0.539
2S+1: 2
Energy in a.u.: -3903.83038
Energy relative to the best compared isomer or geometry (same formula, charge and spin) in kJ/mol: 236.07

Each line ends with the natural charge from an NBO analysis.
Element x y z (Å)
Pt (-0.0134, 0.8883, 0.2728)  1.1093
C (-2.8695, -2.8950, -0.9621)  -0.6371
C (-2.7958, -1.4647, -0.4157)  0.2661
C (-3.3257, -1.4616, 1.0235)  -0.6461
C (-3.6221, -0.5246, -1.2848)  -0.6361
O (-1.4251, -1.0483, -0.3917)  -0.9516
Ge (0.0348, -1.7765, -1.3168)  1.8608
O (0.7610, 0.0797, -1.6590)  -0.9281
C (0.9868, 0.7289, -2.9130)  0.2587
C (0.3912, -0.1199, -4.0407)  -0.6322
C (2.4977, 0.8728, -3.1239)  -0.6282
C (0.3092, 2.0995, -2.9004)  -0.6415
O (0.9921, -1.9271, 0.2147)  -0.9198
C (2.1341, -2.7351, 0.5128)  0.2570
C (3.3018, -1.8185, 0.8776)  -0.6284
C (2.5146, -3.5896, -0.7028)  -0.6350
C (1.7885, -3.6663, 1.6759)  -0.6223
H (-3.8921, -3.2647, -0.9542)  0.2590
H (-2.2455, -3.5587, -0.3581)  0.2169
H (-2.5061, -2.9024, -1.9955)  0.2143
H (-4.3543, -1.8163, 1.0278)  0.2568
H (-3.3145, -0.4480, 1.4312)  0.2104
H (-2.7396, -2.1330, 1.6565)  0.2104
H (-4.6723, -0.8102, -1.2616)  0.2428
H (-3.2779, -0.5644, -2.3196)  0.2176
H (-3.5294, 0.5000, -0.9229)  0.2159
H (0.8746, -1.1020, -4.0502)  0.2132
H (0.5505, 0.3547, -5.0060)  0.2593
H (-0.6839, -0.2467, -3.8839)  0.2096
H (2.9792, -0.1034, -3.0589)  0.2145
H (2.9301, 1.5337, -2.3722)  0.2223
H (2.6888, 1.2956, -4.1085)  0.2402
H (-0.7766, 1.9753, -2.8836)  0.2059
H (0.5837, 2.6651, -3.7889)  0.2578
H (0.6295, 2.6727, -2.0295)  0.2191
H (3.4308, -1.0570, 0.1081)  0.2234
H (4.2226, -2.3923, 0.9566)  0.2478
H (3.1169, -1.3254, 1.8354)  0.1974
H (2.7535, -2.9392, -1.5496)  0.2135
H (1.6749, -4.2363, -0.9738)  0.2161
H (3.3755, -4.2161, -0.4834)  0.2562
H (1.4758, -3.0977, 2.5556)  0.1919
H (2.6633, -4.2542, 1.9474)  0.2454
H (0.9863, -4.3502, 1.3988)  0.2230
N (-0.2874, -0.2817, 2.2579)  -0.6463
C (-0.4415, 0.5111, 3.3870)  0.0997
C (0.4009, 0.3124, 4.4851)  -0.1985
C (0.1867, 1.0002, 5.6562)  -0.1673
C (-0.8729, 1.9065, 5.7435)  -0.1347
C (-1.6760, 2.1401, 4.6440)  -0.1860
C (-1.4604, 1.4810, 3.4306)  0.0409
C (-2.1895, 1.9062, 2.2404)  -0.1549
C (-3.5091, 2.3718, 2.3690)  -0.1731
C (-4.1585, 2.9920, 1.3225)  -0.1623
C (-3.4920, 3.2112, 0.1189)  -0.1611
C (-2.2069, 2.7218, -0.0432)  -0.3032
C (-1.5866, 2.0113, 0.9698)  0.0268
H (0.4667, -0.9622, 2.3152)  0.4456
H (-1.1303, -0.6858, 1.8500)  0.4560
H (1.1879, -0.4309, 4.4263)  0.2275
H (0.8230, 0.8241, 6.5116)  0.2517
H (-1.0501, 2.4458, 6.6633)  0.2511
H (-2.4397, 2.9018, 4.7035)  0.2399
H (-4.0228, 2.2344, 3.3105)  0.2441
H (-5.1722, 3.3469, 1.4486)  0.2525
H (-3.9705, 3.7503, -0.6863)  0.2526
H (-1.6858, 2.9217, -0.9745)  0.2524
S (2.1727, 1.6284, 1.0371)  0.1634
C (1.9574, 3.0895, 0.2605)  -0.0407
N (1.8205, 4.0925, -0.2969)  -0.2224

(2)
The following is a quantum chemistry calculation of a single C5H7NOS molecule at a distorted geometry, from the Open Molecules 2025 dataset.

Properties
LUMO in eV: 0.591
Charge: 0
Max |F| in eV/Å: 1.1
M in Da: 129.2
HOMO level in hartree: -0.289
SMILES: Cc1[nH]c(=S)oc1C
Energy in a.u.: -722.91137
Energy relative to the best compared isomer or geometry (same formula, charge and spin) in kJ/mol: 17.61

Each line ends with the natural charge from an NBO analysis.
Element x y z (Å)
C (2.2527, -1.6347, 0.0025)  -0.6401
C (1.1173, -0.6686, 0.0010)  0.0856
N (-0.2219, -1.0819, 0.0011)  -0.5649
C (-1.0559, -0.0243, 0.0004)  0.3605
S (-2.7069, 0.0027, 0.0002)  -0.2294
O (-0.2573, 1.0690, 0.0003)  -0.4308
C (1.0709, 0.6736, -0.0064)  0.2562
C (2.0813, 1.7465, -0.0029)  -0.6531
H (3.2053, -1.0733, -0.0073)  0.2331
H (2.2324, -2.2580, 0.8965)  0.2272
H (2.2397, -2.2798, -0.8793)  0.2273
H (-0.5540, -2.0422, -0.0087)  0.4338
H (3.0751, 1.3041, -0.0006)  0.2267
H (1.9631, 2.4087, 0.8952)  0.2344
H (1.9637, 2.3625, -0.8763)  0.2334